The following is a quantum chemistry calculation of the ion C4H11N4 with charge +1 at a distorted geometry, from the OMol25 dataset.

Structure (ORCA input):
```
! RIJCOSX wB97M-V def2-TZVPD def2/J DEFGRID3
* xyz 1 1
C -0.017 -2.178 -0.046
N 0.338 -1.003 -0.444
C 1.561 -0.509 0.170
C 1.321 0.952 0.601
N 0.516 1.516 -0.477
C -0.740 0.858 -0.680
N -1.455 0.664 0.329
N -2.665 0.066 0.357
H 0.541 -2.690 0.736
H -0.726 -2.848 -0.410
H 2.367 -0.648 -0.696
H 1.859 -1.165 0.933
H 0.664 1.060 1.512
H 2.271 1.476 0.659
H 0.275 2.446 -0.216
H 0.825 1.647 -1.370
H -0.825 0.402 -1.712
H -3.040 -0.360 -0.455
H -3.070 0.315 1.208
*
```

Kohn-Sham gap ... 9.39 eV
SMILES string ... C=NCC[NH2+]/C=N/N
Electronic energy ... -10276.447 eV